(1)
Density functional theory data (the ωB97M-V functional and the def2-TZVPD basis) for C4H7NO2 in the gas phase.

## Properties
Frontier orbital gap (Ha): 0.391
SMILES: NC(=O)CCC=O
E (hartree): -361.85287
HOMO energy (eV): -9.97
Relative energy (zero: lowest compared OMol25 entry of this formula, charge and spin) (kJ/mol): 73.5

Element x y z (Å)
O1 3.202 0.329 -0.709
C1 2.319 0.090 0.066
C2 0.876 0.512 -0.120
C3 -0.071 -0.620 0.281
C4 -1.458 -0.601 -0.364
N1 -2.253 0.429 0.085
O2 -1.844 -1.486 -1.085
H1 2.524 -0.478 0.998
H2 0.856 1.417 0.513
H3 0.686 0.884 -1.122
H4 0.359 -1.542 -0.097
H5 -0.211 -0.711 1.358
H6 -1.763 1.264 0.361
H7 -3.223 0.513 -0.164

Calculated atomic charges, method Mulliken, unit e:
1 O -0.4590
2 C -0.1177
3 C -0.3511
4 C -0.5937
5 C 0.3495
6 N -0.3730
7 O -0.5748
8 H 0.3448
9 H 0.3062
10 H 0.3302
11 H 0.3580
12 H 0.3445
13 H 0.2068
14 H 0.2293

(2)
Density functional theory data (the ωB97M-V functional and the def2-TZVPD basis) for C4H7NO2 in the gas phase.

## Properties
Frontier orbital gap (Ha): 0.392
SMILES: C[C@@H](C=O)C(N)=O
E (hartree): -361.86337
HOMO energy (eV): -10.04
Relative energy (zero: lowest compared OMol25 entry of this formula, charge and spin) (kJ/mol): 45.9

Element x y z (Å)
C1 -0.993 -1.074 0.860
C2 -0.363 -0.156 -0.177
C3 -1.106 1.172 -0.282
O1 -2.163 1.391 0.252
C4 1.090 0.175 0.164
O2 1.441 0.409 1.305
N1 1.933 0.282 -0.904
H1 -0.880 -0.633 1.853
H2 -2.059 -1.207 0.659
H3 -0.503 -2.052 0.861
H4 -0.404 -0.602 -1.184
H5 -0.607 1.946 -0.903
H6 1.710 -0.118 -1.800
H7 2.905 0.466 -0.702

Calculated atomic charges, method Mulliken, unit e:
1 C -1.4688
2 C 0.5925
3 C -0.1426
4 O -0.4673
5 C 0.2887
6 O -0.5922
7 N -0.3811
8 H 0.2932
9 H 0.3800
10 H 0.3898
11 H 0.2946
12 H 0.3498
13 H 0.2120
14 H 0.2515

(3)
Density functional theory data (the ωB97M-V functional and the def2-TZVPD basis) for C4H7NO2 in the gas phase.

## Properties
Frontier orbital gap (Ha): 0.374
SMILES: C[C@@H](C=O)NC=O
E (hartree): -361.79463
HOMO energy (eV): -9.61
Relative energy (zero: lowest compared OMol25 entry of this formula, charge and spin) (kJ/mol): 226.4

Element x y z (Å)
C1 1.680 -0.549 0.798
N1 0.414 0.054 0.613
C2 -1.973 -0.464 0.378
C3 -0.601 -0.453 -0.254
C4 -0.692 0.307 -1.638
O1 -0.693 1.530 -1.758
O2 2.298 -0.182 1.766
H1 1.804 -1.667 0.504
H2 0.324 0.933 1.031
H3 -2.523 0.413 0.205
H4 -1.922 -0.763 1.540
H5 -2.630 -1.294 -0.158
H6 -0.399 -1.558 -0.557
H7 -0.870 -0.276 -2.625

Calculated atomic charges, method Mulliken, unit e:
1 C 0.1242
2 N -0.1884
3 C -1.2475
4 C 0.4255
5 C -0.1087
6 O -0.4631
7 O -0.5046
8 H 0.2303
9 H 0.2212
10 H 0.3636
11 H 0.2989
12 H 0.3022
13 H 0.2307
14 H 0.3160

(4)
Density functional theory data (the ωB97M-V functional and the def2-TZVPD basis) for C4H7NO2 in the gas phase.

## Properties
Frontier orbital gap (Ha): 0.371
SMILES: O=C[C@@H]1NC[C@@H]1O
E (hartree): -361.79769
HOMO energy (eV): -9.36
Relative energy (zero: lowest compared OMol25 entry of this formula, charge and spin) (kJ/mol): 218.4

Element x y z (Å)
O1 1.613 0.841 -0.047
C1 0.844 -0.265 -0.457
C2 0.268 -1.199 0.625
N1 -1.083 -1.022 0.051
C3 -0.626 0.120 -0.745
C4 -0.930 1.469 -0.127
O2 -1.503 1.590 0.931
H1 2.276 0.541 0.587
H2 1.323 -0.798 -1.288
H3 0.391 -0.775 1.630
H4 0.625 -2.235 0.622
H5 -1.771 -0.731 0.743
H6 -0.943 0.114 -1.798
H7 -0.589 2.350 -0.704

Calculated atomic charges, method Mulliken, unit e:
1 O -0.5338
2 C 0.0579
3 C -0.5595
4 N -0.5776
5 C 0.0182
6 C -0.0623
7 O -0.5101
8 H 0.2959
9 H 0.3262
10 H 0.2972
11 H 0.2905
12 H 0.2936
13 H 0.2984
14 H 0.3655

(5)
Density functional theory data (the ωB97M-V functional and the def2-TZVPD basis) for C4H7NO2 in the gas phase.

## Properties
Frontier orbital gap (Ha): 0.326
SMILES: C=C(N)OCC=O
E (hartree): -361.78086
HOMO energy (eV): -8.16
Relative energy (zero: lowest compared OMol25 entry of this formula, charge and spin) (kJ/mol): 262.6

Element x y z (Å)
C1 -2.212 -0.656 -0.260
C2 -0.966 -0.217 0.007
N1 -0.833 1.140 0.221
O1 0.095 -1.050 0.172
C3 1.323 -0.515 0.618
C4 2.104 0.129 -0.516
O2 3.090 0.798 -0.346
H1 -2.585 -1.614 0.060
H2 -1.809 1.445 0.210
H3 -2.821 -0.054 -0.928
H4 -0.080 1.706 -0.161
H5 1.197 0.196 1.440
H6 1.904 -1.368 0.978
H7 1.710 -0.069 -1.533

Calculated atomic charges, method Mulliken, unit e:
1 C -1.0816
2 C 0.7334
3 N -0.4352
4 O -0.3867
5 C -0.4423
6 C 0.0114
7 O -0.4674
8 H 0.2419
9 H 0.2700
10 H 0.2631
11 H 0.1972
12 H 0.3892
13 H 0.3233
14 H 0.3837

(6)
Density functional theory data (the ωB97M-V functional and the def2-TZVPD basis) for C4H7NO2 in the gas phase.

## Properties
Frontier orbital gap (Ha): 0.322
E (hartree): -361.75067
HOMO energy (eV): -8.19
Relative energy (zero: lowest compared OMol25 entry of this formula, charge and spin) (kJ/mol): 341.8

Element x y z (Å)
C1 1.113 -1.316 -0.121
C2 0.233 -0.186 -0.688
C3 0.768 1.286 0.227
O1 -0.111 -0.229 -1.898
C4 -0.785 0.209 0.328
O2 -0.172 0.879 1.282
N1 -2.076 0.287 0.133
H1 2.111 -1.271 -0.549
H2 1.180 -1.301 0.969
H3 0.674 -2.266 -0.440
H4 0.393 2.250 -0.121
H5 1.787 1.322 0.602
H6 -2.660 0.656 0.860
H7 -2.455 -0.320 -0.582

Calculated atomic charges, method Mulliken, unit e:
1 C -1.1443
2 C 1.1371
3 C -0.6809
4 O -0.8095
5 C 0.1613
6 O -0.3714
7 N -0.3330
8 H 0.3046
9 H 0.3443
10 H 0.3032
11 H 0.2965
12 H 0.2752
13 H 0.2577
14 H 0.2592

(7)
Density functional theory data (the ωB97M-V functional and the def2-TZVPD basis) for C4H7NO2 in the gas phase.

## Properties
Frontier orbital gap (alpha / beta) (Ha): 0.285 / 0.285
E (hartree): -361.65120
HOMO energy (alpha / beta) (eV): -7.32 / -7.31
Relative energy (zero: lowest compared OMol25 entry of this formula, charge and spin) (kJ/mol): 603.0

Element x y z (Å)
C1 0.764 -0.599 -1.674
C2 -0.761 -0.734 -1.117
C3 -0.056 0.214 0.892
C4 -0.187 1.250 1.941
N1 1.466 -0.213 -0.541
O1 -0.988 0.217 -0.085
O2 0.827 -0.749 0.700
H1 1.018 -1.577 -1.926
H2 0.757 0.152 -2.532
H3 -1.485 -0.764 -1.969
H4 -0.757 -1.672 -0.442
H5 0.839 1.847 1.993
H6 -0.347 0.732 2.959
H7 -1.091 1.898 1.800

Calculated atomic charges, method Mulliken, unit e:
1 C -0.3637
2 C -0.4267
3 C 0.9444
4 C -0.9300
5 N -0.6591
6 O -0.3243
7 O -0.2877
8 H 0.3020
9 H 0.3085
10 H 0.3217
11 H 0.2849
12 H 0.2640
13 H 0.2822
14 H 0.2840

(8)
Density functional theory data (the ωB97M-V functional and the def2-TZVPD basis) for a molecular structure, C4H7NO2.

## Properties
Frontier orbital gap (alpha / beta) (Ha): 0.303 / 0.303
E (hartree): -361.67709
HOMO energy (alpha / beta) (eV): -8.40 / -8.40
Relative energy (zero: lowest compared OMol25 entry of this formula, charge and spin) (kJ/mol): 535.0

Element x y z (Å)
O1 2.184 1.303 -0.202
N1 1.983 0.125 -0.665
C1 0.711 -0.240 -0.600
C2 -0.046 -1.551 -0.599
C3 -1.214 -0.736 0.054
C4 -0.408 0.521 -0.191
O2 0.174 1.376 1.392
H1 1.076 1.506 0.893
H2 0.361 -2.370 0.002
H3 -0.309 -1.928 -1.592
H4 -1.322 -0.939 1.123
H5 -2.196 -0.783 -0.428
H6 -0.771 1.455 -0.616
H7 -0.222 2.261 1.430

Calculated atomic charges, method Mulliken, unit e:
1 O -0.5405
2 N -0.4286
3 C 0.1572
4 C -0.2863
5 C -0.6744
6 C 0.1973
7 O -0.6096
8 H 0.4182
9 H 0.2785
10 H 0.2058
11 H 0.2418
12 H 0.2617
13 H 0.4197
14 H 0.3593